1.
{
  "formula": "C2H5NO3",
  "method": "ωB97M-V/def2-TZVPD",
  "homo_ev": [-10.032, -10.299],
  "lumo_ev": [-1.77, -2.05],
  "e_above_lowest_kj_mol": 471.1,
  "orbital_gap_ev": [8.27, 8.24],
  "symbols": ["O", "O", "O", "C", "C", "H", "H", "H", "N", "H", "H"],
  "xyz": [[0.7909, 0.5718, -1.2179], [-1.0491, 0.8386, -0.0286], [-0.0863, -1.1245, -0.4726], [-1.0074, -0.4151, 0.0435], [1.7983, 0.8648, -0.3368], [2.2903, -0.0184, 0.0838], [2.5258, 1.3630, -1.0154], [-2.7859, -0.5469, 1.0291], [-1.9513, -1.0644, 0.8088], [-2.0433, -2.0570, 0.6703], [1.5180, 1.5882, 0.4358]],
  "nbo_charge": [-0.18, -0.59, -0.35, 0.84, -0.31, 0.19, 0.22, 0.41, -0.83, 0.39, 0.22]
}

2.
{
  "formula": "C2H5NO3S",
  "method": "ωB97M-V/def2-TZVPD",
  "homo_ev": [-8.806, -8.524],
  "lumo_ev": [0.66, -0.78],
  "e_above_lowest_kj_mol": 639.8,
  "orbital_gap_ev": [9.47, 7.75],
  "symbols": ["S", "O", "N", "H", "O", "O", "C", "H", "H", "H", "C", "H"],
  "xyz": [[-1.9115, 0.0922, 0.5794], [1.2690, 1.8690, 0.8368], [0.8297, 1.7086, -0.4942], [1.5027, -1.5225, -0.2787], [0.8432, 0.4709, -0.9206], [-2.8749, 0.2104, -0.5112], [0.7181, -0.6345, -0.0731], [1.6094, 2.7267, 0.9572], [-0.8416, -2.2172, 0.2274], [-1.2502, -1.1953, -1.1543], [-0.7315, -1.1727, -0.1480], [0.8377, -0.3355, 0.9791]],
  "nbo_charge": [0.94, -0.61, 0.18, 0.21, -0.34, -0.80, -0.13, 0.49, 0.24, 0.26, -0.65, 0.21]
}

3.
{
  "formula": "C2H5NO3S",
  "method": "ωB97M-V/def2-TZVPD",
  "homo_ev": [-6.160, -9.849],
  "lumo_ev": [0.67, -2.93],
  "spin_multiplicity": 3,
  "s_squared": 2.02,
  "e_above_lowest_kj_mol": 194.3,
  "orbital_gap_ev": [6.83, 6.92],
  "symbols": ["H", "H", "O", "N", "S", "O", "H", "C", "H", "C", "H", "O"],
  "xyz": [[3.1300, 0.6272, -0.3012], [-0.9879, -0.4980, -1.4698], [3.0740, 0.1898, 0.5618], [1.6861, 0.0041, 0.7709], [1.1610, -1.4312, -0.1405], [1.1377, -0.9570, -1.5184], [-1.5272, 0.4982, -0.1182], [-0.7141, -1.3348, 0.4445], [-2.5168, -0.8919, -0.6053], [-1.4972, -0.5239, -0.5070], [1.5880, -0.1920, 1.7661], [-1.0391, -1.9311, 1.4199]],
  "mulliken_spin": [0.00, 0.01, 0.04, 0.08, 0.38, 0.26, 0.05, 0.53, 0.01, 0.05, 0.00, 0.61]
}

4.
{
  "formula": "C2H5NO4",
  "method": "ωB97M-V/def2-TZVPD",
  "homo_ev": -10.358,
  "smiles": "O=CNC(=O)O.O",
  "lumo_ev": 0.36,
  "e_above_lowest_kj_mol": 306.7,
  "orbital_gap_ev": 10.72,
  "symbols": ["H", "H", "C", "H", "O", "O", "H", "C", "N", "O", "O", "H"],
  "xyz": [[2.4240, 2.2389, -0.6752], [0.9275, 2.5506, -0.8018], [-0.2806, -0.7189, 1.7695], [-1.5355, -0.9473, 1.8017], [0.3125, -0.6196, 2.8388], [-0.4310, -1.5136, -1.4332], [0.8825, 0.3687, 0.3384], [-0.5498, -0.2516, -0.9689], [-0.1164, -0.0449, 0.4064], [-0.9832, 0.5883, -1.7935], [1.5591, 1.9793, -0.3426], [-0.5606, -1.5486, -2.4685]],
  "nbo_charge": [0.48, 0.49, 0.58, 0.10, -0.53, -0.69, 0.45, 0.91, -0.76, -0.60, -0.96, 0.52]
}

5.
{
  "formula": "C2H5NO4S",
  "method": "ωB97M-V/def2-TZVPD",
  "homo_ev": -9.175,
  "lumo_ev": 0.66,
  "e_above_lowest_kj_mol": 674.9,
  "orbital_gap_ev": 9.83,
  "symbols": ["H", "S", "C", "O", "C", "H", "H", "H", "O", "N", "H", "O", "O"],
  "xyz": [[0.4382, -1.4119, -1.0448], [-2.0139, -1.3287, 0.5350], [0.4993, -0.6770, -0.1975], [-3.8140, 1.4834, 0.2532], [1.3080, 0.3372, -0.3948], [2.0439, 0.4253, -1.3490], [-0.1021, -0.1437, 1.5733], [-4.1701, 2.2559, -0.2965], [-3.6179, 0.4327, -0.6195], [-0.3673, -0.8462, 0.8572], [1.3553, 1.1294, 0.2301], [-2.0403, -2.5342, -0.2560], [-2.3050, 0.0808, -0.6030]],
  "nbo_charge": [0.21, 1.60, -0.03, -0.45, -0.45, 0.22, 0.41, 0.47, -0.03, -0.84, 0.18, -0.87, -0.42]
}

6.
{
  "formula": "C2H5NO4S2",
  "method": "ωB97M-V/def2-TZVPD",
  "homo_ev": -8.809,
  "lumo_ev": -0.70,
  "e_above_lowest_kj_mol": 445.1,
  "orbital_gap_ev": 8.11,
  "symbols": ["H", "O", "S", "C", "N", "O", "O", "S", "C", "H", "H", "H", "H", "O"],
  "xyz": [[0.0889, 2.3544, -0.7906], [-2.1795, 2.0584, -0.6218], [-2.4955, 0.7039, -0.0903], [0.8590, 2.0608, -0.0684], [1.1184, 0.8212, -0.1355], [1.8291, 0.0765, 0.4880], [0.2990, 0.1996, -1.4427], [-0.8357, -0.8701, -1.2997], [-0.1975, -1.9458, 0.0069], [-0.9022, -1.7530, 0.7832], [1.2476, 2.6130, 0.7245], [-0.1648, -2.8764, -0.2962], [0.7977, -1.5327, 0.2747], [-2.0972, 0.4169, 1.2555]],
  "nbo_charge": [0.26, -0.91, 1.57, -0.18, 0.35, -0.37, -0.66, 0.68, -0.78, 0.24, 0.22, 0.22, 0.28, -0.91]
}